1.
21
Properties=species:S:1:pos:R:3:lowdin_charge:R:1 method="wB97M-V/def2-TZVPD" charge=+1 homo_lumo_gap_ha=0.3882 e_above_lowest_kj_mol=90.8 largest_force_ev_per_a=5.8
C 1.65 -0.88 -1.10 -0.026
C 1.83 0.69 0.92 0.020
C -1.61 0.27 0.96 -0.106
C -0.61 -0.72 0.41 -0.197
C 1.00 0.15 -0.27 -0.460
N -2.07 1.02 -0.28 0.200
O -1.35 -1.49 -0.57 -0.062
F 0.52 1.20 -0.93 0.024
H 1.76 -1.80 -0.60 0.081
H 1.09 -1.19 -2.05 0.120
H 2.68 -0.52 -1.35 0.118
H 2.61 1.16 0.39 0.078
H 1.26 1.45 1.52 0.112
H 2.20 -0.15 1.39 0.066
H -1.29 0.98 1.83 0.177
H -2.42 -0.25 1.34 0.105
H -0.22 -1.42 1.20 0.155
H -2.75 1.72 -0.06 0.162
H -2.31 0.22 -0.79 0.107
H -1.15 1.54 -0.66 0.202
H -0.84 -1.97 -1.28 0.125



2.
113
Properties=species:S:1:pos:R:3:lowdin_charge:R:1 method="wB97M-V/def2-TZVPD" charge=+1 homo_lumo_gap_ha="0.2160 / 0.1740" e_above_lowest_kj_mol=0.0 largest_force_ev_per_a=1.0 spin_multiplicity=2
Pd 0.06 -0.47 -0.01 0.442
C -3.70 -3.40 -1.41 -0.091
C -2.79 -2.59 -0.48 -0.522
C -3.59 -1.51 0.25 -0.113
P -1.39 -1.79 -1.37 1.051
C -0.62 -3.09 -2.40 -0.524
C 0.44 -2.46 -3.32 -0.116
C -0.03 -4.18 -1.52 -0.098
C -2.03 -0.51 -2.41 -0.310
C -2.76 -0.75 -3.59 -0.056
C -3.25 0.28 -4.36 -0.278
C -4.04 0.03 -5.62 -0.049
C -2.98 1.58 -3.91 -0.021
C -2.27 1.85 -2.76 -0.012
C -1.76 0.80 -1.96 -0.306
N -1.02 1.00 -0.82 -0.100
C -0.87 2.34 -0.35 -0.245
C -2.00 3.00 0.17 -0.222
C -3.34 2.30 0.24 -0.017
C -1.89 4.33 0.56 -0.012
C -0.69 5.02 0.46 -0.260
C -0.58 6.45 0.93 -0.040
C 0.41 4.36 -0.06 -0.037
C 0.35 3.03 -0.47 -0.207
C 1.58 2.39 -1.06 -0.045
H -4.52 -3.82 -0.82 0.090
H -3.19 -4.23 -1.90 0.072
H -4.15 -2.76 -2.17 0.074
H -2.35 -3.28 0.24 0.084
H -4.16 -0.91 -0.46 0.089
H -2.94 -0.83 0.81 0.027
H -4.29 -1.97 0.95 0.094
H -1.42 -3.51 -3.02 0.105
H 1.20 -1.96 -2.72 0.023
H 0.01 -1.72 -3.99 0.081
H 0.93 -3.23 -3.92 0.089
H 0.69 -3.76 -0.81 0.049
H 0.49 -4.92 -2.13 0.091
H -0.80 -4.70 -0.94 0.074
H -2.93 -1.78 -3.91 0.110
H -3.97 -1.01 -5.93 0.075
H -3.68 0.66 -6.44 0.081
H -5.10 0.26 -5.47 0.083
H -3.35 2.42 -4.50 0.123
H -2.08 2.88 -2.48 0.120
H -3.23 1.27 0.56 0.053
H -3.82 2.29 -0.75 0.087
H -4.00 2.81 0.93 0.084
H -2.78 4.83 0.94 0.126
H -1.55 6.95 0.89 0.080
H 0.12 7.02 0.32 0.082
H -0.22 6.49 1.96 0.082
H 1.36 4.89 -0.17 0.129
H 1.96 2.99 -1.88 0.096
H 1.38 1.40 -1.43 0.024
H 2.38 2.32 -0.31 0.065
C 2.18 3.43 2.49 -0.228
Ge 2.12 1.64 3.26 0.700
C 3.90 0.86 3.04 -0.256
C 1.65 1.72 5.16 -0.230
Ge 0.27 0.29 2.37 0.871
C 0.40 -1.60 2.89 -0.378
C 1.42 -2.02 3.75 -0.124
C 1.53 -3.36 4.12 -0.071
C 0.64 -4.30 3.62 -0.073
C -0.38 -3.90 2.77 -0.074
C -0.50 -2.56 2.42 -0.145
C -1.41 1.03 2.99 -0.350
C -2.50 0.23 3.34 -0.115
C -3.64 0.79 3.88 -0.068
C -3.70 2.16 4.12 -0.068
C -2.61 2.97 3.81 -0.071
C -1.47 2.40 3.24 -0.140
H 3.10 3.92 2.82 0.036
H 1.33 4.05 2.80 0.019
H 2.18 3.39 1.39 -0.017
H 4.57 1.39 3.72 0.031
H 4.26 0.99 2.02 0.002
H 3.94 -0.21 3.29 0.004
H 2.28 2.48 5.64 0.030
H 1.83 0.77 5.66 0.020
H 0.60 2.00 5.31 0.016
H 2.12 -1.31 4.15 0.076
H 2.32 -3.66 4.80 0.112
H 0.74 -5.34 3.90 0.111
H -1.09 -4.63 2.39 0.109
H -1.33 -2.26 1.80 0.050
H -2.46 -0.85 3.20 0.086
H -4.49 0.16 4.14 0.109
H -4.59 2.60 4.56 0.110
H -2.65 4.03 4.00 0.112
H -0.64 3.05 2.98 0.080
C 5.97 -0.90 -3.34 -0.214
Ge 4.14 -1.22 -2.73 0.763
C 3.70 -3.12 -2.94 -0.215
C 2.92 -0.03 -3.67 -0.210
C 4.16 -0.75 -0.80 -0.547
Se 2.62 -1.13 0.35 0.859
C 2.97 -3.00 0.72 -0.335
H 6.05 -1.09 -4.41 0.027
H 6.68 -1.55 -2.82 0.025
H 6.25 0.14 -3.16 0.025
H 3.57 -3.36 -4.00 0.033
H 2.79 -3.39 -2.42 -0.022
H 4.52 -3.73 -2.56 0.031
H 2.81 -0.35 -4.71 0.034
H 3.34 0.98 -3.67 0.027
H 1.93 0.01 -3.22 -0.007
H 4.34 0.32 -0.69 0.010
H 4.97 -1.26 -0.28 0.027
H 3.10 -3.55 -0.21 0.010
H 2.12 -3.39 1.26 0.003
H 3.87 -3.07 1.33 0.042



3.
101
Properties=species:S:1:pos:R:3:lowdin_charge:R:1 method="wB97M-V/def2-TZVPD" charge=-1 homo_lumo_gap_ha=0.2062 largest_force_ev_per_a=1.4
N 3.40 -0.12 5.89 -0.028
C 2.62 -1.30 5.44 -0.380
C 3.53 -2.40 4.87 -0.220
Al 2.55 -3.48 3.47 0.385
C 0.69 -3.81 4.19 -0.188
C -0.30 -4.62 3.32 -0.136
C -0.89 -3.81 2.17 -0.428
F -0.51 -2.51 2.17 0.104
F -0.46 -4.32 0.97 0.096
C -2.43 -3.81 2.03 -0.345
F -2.81 -5.06 1.68 0.146
F -2.78 -2.99 1.03 0.137
C -3.34 -3.44 3.26 -0.324
F -3.51 -4.56 4.00 0.147
F -4.54 -3.11 2.75 0.144
C -2.96 -2.35 4.33 -0.310
F -2.07 -2.89 5.16 0.166
F -4.11 -2.15 5.01 0.151
C -2.39 -0.91 3.99 -0.319
F -1.06 -0.94 4.03 0.166
F -2.82 -0.11 5.00 0.150
C -2.83 -0.21 2.68 -0.338
F -2.08 -0.66 1.66 0.136
F -4.12 -0.49 2.45 0.168
C -2.71 1.35 2.64 -0.334
F -2.94 1.67 1.35 0.140
F -3.67 1.92 3.38 0.175
C -1.34 2.00 3.01 -0.560
F -1.19 2.11 4.32 0.200
F -0.34 1.29 2.49 0.199
F -1.31 3.22 2.47 0.176
C 2.55 -2.49 1.70 -0.205
O 2.00 -1.14 1.79 -0.265
O 3.03 -0.29 2.32 -0.065
C 3.55 -5.28 3.15 -0.202
C 4.81 -5.27 3.87 -0.878
O 5.77 -4.63 3.73 0.026
Br 4.84 -6.60 5.41 0.488
H 4.19 -0.46 6.43 0.049
H 2.84 0.43 6.54 0.042
H 1.89 -0.95 4.71 0.075
H 2.05 -1.73 6.28 0.095
H 3.88 -3.05 5.68 0.051
H 4.38 -1.92 4.37 0.059
H 0.26 -2.84 4.46 0.032
H 0.80 -4.37 5.13 0.072
H -1.10 -5.05 3.94 0.108
H 0.21 -5.46 2.85 0.121
H 1.90 -2.95 0.94 0.054
H 3.56 -2.41 1.26 0.062
H 3.37 0.11 1.51 0.090
H 2.92 -6.13 3.42 0.038
H 3.80 -5.30 2.08 0.080
C -1.35 3.18 -1.69 -0.040
C -0.56 3.29 -0.55 -0.044
C 0.29 4.38 -0.40 0.012
C 0.35 5.35 -1.40 -0.081
C -0.44 5.23 -2.54 -0.085
C -1.29 4.14 -2.68 0.002
C -0.38 6.23 -3.64 -0.278
O -1.07 6.13 -4.63 0.102
C 0.57 7.37 -3.48 -0.082
C 0.69 8.30 -4.50 -0.006
C 1.55 9.38 -4.37 -0.064
C 2.30 9.53 -3.21 -0.063
C 2.19 8.60 -2.18 -0.004
C 1.33 7.52 -2.32 -0.081
C 1.25 6.52 -1.21 -0.277
O 1.89 6.67 -0.19 0.109
H -2.01 2.32 -1.80 0.100
H -0.59 2.53 0.21 0.087
H 0.91 4.49 0.48 0.125
H -1.90 4.05 -3.57 0.120
H 0.09 8.17 -5.40 0.118
H 1.64 10.10 -5.17 0.104
H 2.97 10.37 -3.10 0.105
H 2.77 8.70 -1.27 0.120
C -2.00 -0.77 -1.64 -0.051
C -3.26 -0.75 -2.25 -0.051
C -3.38 -1.04 -3.60 -0.003
C -2.25 -1.34 -4.35 -0.085
C -0.99 -1.34 -3.74 -0.078
C -0.87 -1.06 -2.39 0.018
C 0.24 -1.61 -4.53 -0.276
O 1.34 -1.62 -4.02 0.116
C 0.08 -1.88 -6.00 -0.080
C 1.22 -2.10 -6.77 -0.003
C 1.10 -2.35 -8.12 -0.062
C -0.16 -2.40 -8.71 -0.064
C -1.29 -2.18 -7.95 -0.007
C -1.18 -1.91 -6.59 -0.083
C -2.41 -1.65 -5.80 -0.279
O -3.51 -1.70 -6.32 0.100
H -1.91 -0.56 -0.59 0.090
H -4.14 -0.52 -1.66 0.110
H -4.35 -1.04 -4.08 0.118
H 0.11 -1.08 -1.93 0.127
H 2.19 -2.06 -6.29 0.120
H 1.99 -2.52 -8.72 0.105
H -0.25 -2.61 -9.77 0.104
H -2.28 -2.21 -8.40 0.118